(1)
This record from the Open Molecules 2025 dataset describes a single C6H14Br3NSi molecule in a non-equilibrium geometry. The level of theory is the ωB97M-V functional and the def2-TZVPD basis.

E_HOMO   -0.3233 Eh
Structure (SMILES)   CC(C)N(C(C)C)[Si](Br)(Br)Br
Multiplicity   1

The geometry in XYZ format:
```
25
Properties=species:S:1:pos:R:3:forces:R:3:nbo_charge:R:1
Br -1.7520 3.0294 1.0040 0.2 -0.5 -0.4 -0.2967
Br -3.4389 0.0610 0.0254 0.2 0.0 -0.2 -0.2739
Br -1.7616 2.1155 -2.3746 0.3 -0.4 0.3 -0.2509
Si -1.5710 1.2139 -0.3445 2.2 -1.2 1.4 1.2744
N 0.0032 0.1828 0.0838 -5.2 3.7 -1.2 -0.8243
C 1.6947 1.5854 -1.2540 -2.6 -1.3 2.3 -0.6147
C -0.6746 -0.0590 2.5171 -2.2 2.7 -2.2 -0.6224
C -0.3852 -2.1124 0.9804 1.3 1.0 1.9 -0.6181
C 1.1148 0.2438 -0.8244 -0.5 -2.5 -1.7 -0.0217
C 0.7987 -0.7159 -2.1029 -0.6 3.0 -0.9 -0.6377
C 0.0119 -0.6821 1.2605 0.2 1.0 0.9 -0.0306
H -0.1904 -2.2612 0.0060 1.0 -1.0 -3.4 0.2094
H -1.7997 0.3005 2.2764 2.6 -0.8 0.4 0.2085
H 0.0759 -0.1151 -2.8059 1.0 -1.0 1.5 0.2048
H -0.8111 -0.7281 3.2691 -0.4 -2.7 1.9 0.2121
H -1.3793 -2.1623 1.0515 -4.2 -0.4 0.3 0.2054
H 0.3318 -1.6647 -1.9389 -0.2 -0.4 0.6 0.2093
H 1.0516 -0.7033 1.3978 1.7 -0.1 1.1 0.1883
H 1.6183 -0.8633 -2.7911 0.8 -0.1 0.2 0.2096
H 1.4396 2.2275 -0.4460 0.2 1.1 0.6 0.2193
H -0.2303 0.7823 3.0894 0.3 -0.1 -1.2 0.2253
H 2.6922 1.4588 -1.3650 3.2 -0.1 -0.2 0.2143
H 1.8528 -0.1570 -0.1660 1.2 -0.9 -0.1 0.1885
H -0.0039 -2.9226 1.5766 0.7 0.1 0.5 0.2135
H 1.3124 1.9461 -2.1248 -1.3 1.0 -2.5 0.2084
```
Positions in Å, forces in eV/Å.


(2)
This record from the Open Molecules 2025 dataset describes a molecular structure, C19H14IN3Ni in a non-equilibrium geometry. The level of theory is the ωB97M-V functional and the def2-TZVPD basis.

E_HOMO (alpha / beta)   -0.2592 / -0.2588 Eh
Multiplicity   1

The geometry in XYZ format:
```
38
Properties=species:S:1:pos:R:3:forces:R:3:nbo_charge:R:1
I -3.9632 3.6221 0.3701 -0.2 -0.3 0.3 0.1171
Ni -0.8781 1.0119 0.0520 -1.1 -1.3 1.1 0.9454
N 0.6211 1.9807 -0.8474 -0.4 0.0 0.2 -0.4908
N 0.3570 -0.4413 -0.0140 0.2 0.4 -0.2 -0.6515
N -1.9916 -0.2735 0.9304 -0.1 0.1 -0.1 -0.4593
C 4.0002 -0.3686 -0.8635 0.0 0.1 -0.1 -0.1660
C 2.7828 -0.8914 -0.3869 -0.1 -0.1 0.0 -0.2850
C -3.9558 -1.1472 1.9619 0.1 -0.1 0.0 -0.2699
C 4.1050 0.8892 -1.3859 0.0 -0.1 0.0 -0.2521
C -0.1487 -1.6494 0.3566 -0.1 -0.1 0.0 0.1701
C -1.5850 -3.9320 1.2720 0.1 0.0 0.0 -0.2489
C -2.2032 2.5735 0.0964 1.4 -1.2 -0.3 -1.0969
C -3.4483 -2.4153 1.9334 -0.1 0.1 0.0 -0.1015
C -0.3564 -4.0450 0.6850 -0.1 0.0 0.1 -0.1686
C 1.7412 1.2072 -0.9117 0.1 0.0 0.0 0.2101
C -1.4620 -1.5332 0.9108 0.0 -0.1 0.1 0.2089
C 0.6552 3.2188 -1.2806 -0.1 0.0 0.0 0.0718
C -2.1703 -2.6488 1.3850 0.0 0.0 0.0 -0.0976
C -3.1979 -0.0917 1.4322 0.1 0.1 0.0 0.0855
C 0.3686 -2.9272 0.2293 0.1 0.1 0.0 -0.2826
C 2.9558 1.7139 -1.4059 -0.1 0.0 0.0 -0.0956
C 1.6205 -0.1396 -0.4249 0.1 0.1 0.0 0.1750
C 1.8138 3.7927 -1.8259 0.1 -0.1 0.0 -0.2680
C 2.9556 3.0430 -1.8807 0.0 0.0 0.0 -0.1041
H -1.3707 2.9405 0.6935 -0.1 1.1 -0.6 0.2065
H -2.1017 2.2592 -0.9458 0.2 1.3 -0.3 0.2018
H -3.5772 0.9184 1.4118 0.0 0.0 0.0 0.2353
H -0.2693 3.7782 -1.1868 0.0 0.0 0.0 0.2286
H 0.0889 -5.0236 0.5616 0.0 0.0 0.0 0.2145
H -4.9337 -0.9382 2.3698 0.0 0.0 0.0 0.2299
H 1.7893 4.8132 -2.1785 0.0 0.0 0.0 0.2283
H 1.3167 -3.0965 -0.2535 0.0 0.0 0.0 0.2156
H 5.0437 1.2696 -1.7636 0.0 0.0 0.0 0.2142
H -4.0176 -3.2513 2.3200 0.0 0.0 0.0 0.2178
H 2.7887 -1.8794 0.0429 0.0 0.0 0.0 0.2154
H 4.8780 -0.9994 -0.8101 0.0 0.0 0.0 0.2144
H 3.8724 3.4583 -2.2804 0.0 0.0 0.0 0.2179
H -2.1238 -4.7978 1.6310 0.0 0.0 0.0 0.2144
```
Positions in Å, forces in eV/Å.


(3)
This record from the Open Molecules 2025 dataset describes a single C13H17NO3S molecule. The level of theory is the ωB97M-V functional and the def2-TZVPD basis.

E_HOMO   -0.3186 Eh
Structure (SMILES)   CSCC[C@@H](NC(=O)c1cccc(C)c1)C(=O)O
Multiplicity   1

The geometry in XYZ format:
```
35
Properties=species:S:1:pos:R:3:forces:R:3:nbo_charge:R:1
S 4.1081 -2.4421 -1.3856 -0.1 -0.1 0.0 0.1892
O -1.2433 -0.1575 -2.9358 -0.6 0.1 -0.2 -0.6840
O 0.9088 0.1397 -3.3721 0.1 0.1 -0.2 -0.5841
O -2.3566 -0.3882 -0.5575 -0.3 -0.1 0.0 -0.6602
N -0.2149 0.1863 -0.1991 0.1 0.0 0.0 -0.5917
C 2.3710 -2.0788 -1.7961 0.5 0.1 0.2 -0.5261
C -1.4566 2.2182 3.3294 0.0 0.0 0.0 -0.0004
C -3.1988 1.6580 1.2238 0.2 -0.1 -0.1 -0.1819
C -1.5305 0.2477 0.0945 0.4 0.0 -0.1 0.6703
C 0.3221 -0.7312 -1.1937 0.0 -0.1 -0.2 -0.1652
C -2.7378 2.7622 3.2993 0.1 -0.1 -0.1 -0.1926
C -3.6033 2.4815 2.2579 0.0 0.0 0.0 -0.2007
C -1.0536 1.4003 2.2854 -0.1 0.0 -0.1 -0.2231
C 1.8129 -0.9453 -0.9464 -0.3 -0.1 -0.2 -0.4211
C -1.9146 1.1220 1.2260 -0.3 0.2 0.3 -0.0742
C -0.5418 2.5157 4.4776 0.0 0.0 0.0 -0.6307
C 3.8714 -3.4618 0.1005 -0.1 0.4 -0.4 -0.7392
C 0.0374 -0.1991 -2.6223 0.2 -0.3 0.7 0.7838
H 2.3538 -0.0290 -1.1914 0.0 0.0 0.1 0.2305
H 2.3694 -1.7970 -2.8473 -0.1 -0.1 0.0 0.2535
H 4.8585 -3.7821 0.4153 0.1 -0.1 0.1 0.2326
H 0.4327 0.8239 0.2349 -0.1 0.0 0.0 0.4100
H -0.9748 2.1512 5.4082 0.0 0.0 0.1 0.2240
H 0.4288 2.0461 4.3403 0.1 0.0 0.0 0.2145
H -1.8303 -0.3897 -2.1624 0.4 0.1 -0.2 0.5154
H 1.8018 -2.9999 -1.6652 -0.1 0.0 -0.1 0.2072
H -3.0565 3.4045 4.1074 0.0 0.1 0.1 0.2133
H -3.8602 1.4210 0.4050 -0.1 0.0 -0.1 0.2347
H -0.3980 3.5905 4.5780 0.1 0.0 0.0 0.2239
H -0.2247 -1.6806 -1.0886 0.1 0.2 0.0 0.2234
H 3.4071 -2.8781 0.8901 0.0 -0.1 0.1 0.2053
H 1.9619 -1.1699 0.1133 0.0 0.0 0.0 0.2063
H 3.2627 -4.3271 -0.1468 0.0 -0.1 0.1 0.2124
H -0.0695 0.9535 2.3217 0.1 0.0 0.0 0.2056
H -4.5968 2.9038 2.2529 -0.1 0.0 0.0 0.2193
```
Positions in Å, forces in eV/Å.


(4)
This record from the Open Molecules 2025 dataset describes 2 unconnected molecules or ions with the total composition C14H19BCl3NO3 in a non-equilibrium geometry. The level of theory is the ωB97M-V functional and the def2-TZVPD basis.

E_HOMO   -0.2897 Eh
Multiplicity   1

The geometry in XYZ format:
```
41
Properties=species:S:1:pos:R:3:forces:R:3:nbo_charge:R:1
Cl -2.9021 2.2066 0.3979 0.2 0.1 -0.3 -0.2539
Cl -4.3913 0.4951 2.3839 0.6 -0.1 0.0 -0.2402
Cl -2.9514 2.9769 3.3216 0.2 0.1 0.1 -0.2460
O 1.8307 -0.7223 -1.6927 -1.1 0.2 -0.1 -0.5164
O -1.6754 0.7961 2.3550 4.5 0.9 -0.3 -0.5691
O 0.9524 1.2978 -2.3402 0.7 -0.6 0.3 -0.6450
N -2.9074 -0.4031 -2.0000 0.8 0.7 -0.2 -0.3899
C 3.0473 -0.7357 2.8365 -0.2 0.1 0.0 -0.1040
C 0.6622 -0.6280 2.8030 -0.3 0.3 -0.1 -0.0943
C -4.1019 0.3286 -2.4047 0.4 -0.1 0.2 -0.3970
C -0.4971 1.3965 2.1658 -3.6 -1.3 0.4 0.4845
C -1.6566 0.1663 -2.1170 -1.2 -1.1 0.3 0.1456
C 3.1225 0.5846 2.4190 0.2 0.0 0.0 -0.2347
C -3.1912 -1.7288 -1.4434 0.4 0.6 -0.2 -0.4111
C 1.9775 1.3070 2.1906 -0.8 0.2 -0.1 -0.1118
C 0.7087 0.7156 2.3779 0.9 -1.1 0.3 -0.1545
C 4.2039 -1.0620 -1.6678 -0.3 -0.3 0.1 -0.6243
C 3.0655 -0.0925 -1.8931 1.1 0.8 -0.3 -0.0717
C 1.8123 -1.3374 3.0269 0.1 -0.2 0.1 -0.2315
C 0.8035 0.1388 -1.9820 -1.2 0.7 -0.3 0.7544
C -0.4999 -0.4633 -1.8345 0.5 -0.9 0.4 -0.4993
B -2.8936 1.5694 2.1286 -2.0 0.8 -0.1 0.3715
H 3.9490 -1.2970 3.0141 0.2 -0.1 0.0 0.2265
H -3.8377 1.3059 -2.8008 0.1 0.0 0.0 0.2124
H -0.3046 -1.0770 2.9484 -0.2 -0.1 0.0 0.2422
H 3.0627 0.3107 -2.9150 0.3 0.0 0.3 0.1910
H -0.5141 2.4279 1.8452 -0.1 0.3 -0.1 0.2235
H -4.6321 -0.2276 -3.1759 -0.1 -0.1 -0.1 0.1883
H -3.8540 -1.6283 -0.5842 -0.1 0.1 0.1 0.2121
H 2.0412 2.3294 1.8676 0.0 0.3 -0.1 0.2308
H 1.7531 -2.3625 3.3518 0.0 -0.1 0.0 0.2310
H -0.5053 -1.4837 -1.5070 0.0 -0.3 0.1 0.2037
H 5.1810 -0.5940 -1.7909 -0.1 0.1 0.0 0.2161
H -1.6042 1.1820 -2.4702 -0.3 0.2 -0.1 0.2249
H 4.1445 -1.4819 -0.6634 0.1 0.0 0.1 0.2015
H 4.1325 -1.8984 -2.3639 0.0 0.0 -0.1 0.2137
H -4.7596 0.4651 -1.5482 -0.1 0.1 0.1 0.2080
H -3.6774 -2.3486 -2.1969 0.0 -0.1 -0.1 0.1965
H 4.0871 1.0423 2.2766 0.1 0.1 0.0 0.2318
H 3.1077 0.7631 -1.2064 0.3 -0.1 -0.2 0.1729
H -2.2885 -2.2336 -1.1121 0.0 0.1 -0.1 0.2116
```
Positions in Å, forces in eV/Å.


(5)
This record from the Open Molecules 2025 dataset describes a single C4H7NO molecule in a non-equilibrium geometry. The level of theory is the ωB97M-V functional and the def2-TZVPD basis.

E_HOMO   -0.3455 Eh
Structure (SMILES)   C=C(C)/C=N\O
Multiplicity   1

The geometry in XYZ format:
```
13
Properties=species:S:1:pos:R:3:forces:R:3:nbo_charge:R:1
O 1.4766 -1.6867 0.4260 4.9 -0.6 -1.2 -0.5839
N 2.1025 -0.6853 -0.4416 -5.0 0.4 1.2 -0.0318
C -0.7329 1.4481 0.2921 -0.5 -0.7 1.9 -0.6481
C -0.9715 -1.0916 0.0523 3.5 2.4 -2.0 -0.4400
C 1.0550 0.1324 -0.6557 3.4 -3.9 2.0 -0.0664
C -0.2547 0.1208 -0.0292 -2.2 -4.2 -2.6 -0.0464
H -2.0137 -0.9759 0.1436 -1.1 -0.7 0.5 0.2243
H -1.6596 1.2482 0.8947 1.0 1.1 -0.2 0.2300
H -0.8807 2.1474 -0.5102 0.0 0.1 -0.4 0.2393
H 0.6197 -1.3297 0.4127 -1.0 -0.3 1.8 0.4450
H 0.2056 1.6441 0.8374 -1.0 1.7 0.8 0.2404
H 1.3478 0.9825 -1.0656 1.0 3.8 -2.4 0.1870
H -0.2942 -1.9543 -0.3566 -3.0 0.8 0.6 0.2506
```
Positions in Å, forces in eV/Å.


(6)
This record from the Open Molecules 2025 dataset describes a molecular structure, C32H30F3GeN5O2STi. The level of theory is the ωB97M-V functional and the def2-TZVPD basis.

Net charge   +1
E_HOMO (alpha / beta)   -0.3652 / -0.3625 Eh
⟨S²⟩   0.77
Multiplicity   2

The geometry in XYZ format:
```
75
Properties=species:S:1:pos:R:3:forces:R:3:lowdin_spin:R:1
Ge 0.7576 0.6763 -0.9410 -0.1 0.1 0.2 -0.0238
Ti -0.7435 -0.2062 1.1427 0.1 -0.6 -0.4 0.9655
S 0.6383 0.8868 3.0331 -0.1 0.0 0.1 0.0013
F 3.5166 -5.6377 0.8842 0.0 0.0 0.0 0.0004
F 2.1958 -6.5890 2.3102 0.0 0.0 0.0 0.0002
F 1.7965 -6.7509 0.1880 0.0 0.0 0.0 0.0001
O -2.1018 -0.7969 -1.3601 0.1 0.0 0.1 -0.0256
O -2.5935 -0.5160 3.8140 0.0 0.0 0.1 0.0024
N -2.4907 -0.6123 2.4262 0.1 0.2 -0.1 0.0148
N -1.2096 1.9231 1.5116 -0.3 0.1 -0.1 0.0063
N -0.0309 3.4761 2.7792 -0.1 0.0 -0.1 0.0010
N -2.3560 -0.7278 -0.1200 0.0 -0.1 0.1 -0.0110
N 0.0219 -2.2803 1.2864 0.0 0.1 0.0 0.0074
C 0.5315 -2.8152 2.4075 0.1 0.1 -0.1 0.0079
C -4.9070 -0.9510 2.5563 0.0 0.0 -0.1 0.0012
C -2.0252 2.8804 1.1020 0.2 -0.2 0.0 0.0035
C 2.3242 -3.0722 -3.4331 0.0 -0.1 0.0 -0.0015
C 2.2360 -5.9308 1.1465 -0.1 0.1 0.0 0.0006
C -0.0475 1.9978 -2.1502 0.0 0.0 0.0 -0.0036
C 4.4605 2.7677 1.2336 0.0 0.0 0.0 -0.0011
C 0.8666 -4.1379 0.0465 0.1 0.0 0.0 -0.0009
C -1.8903 4.1994 1.5453 0.0 0.2 0.0 0.0000
C 1.0083 -2.6530 -3.5692 -0.1 0.1 0.0 0.0001
C 0.1732 -2.9450 0.1321 -0.1 0.1 0.0 0.0071
C 3.1934 -2.3614 -2.6194 0.0 0.1 0.1 -0.0001
C -3.6165 -0.8206 1.8183 0.0 0.0 0.0 0.0122
C 0.5542 -1.5364 -2.8757 0.2 -0.1 0.0 -0.0015
C -0.2150 1.7453 -3.5109 -0.1 0.1 0.1 -0.0012
C -3.5612 -0.9129 0.3706 -0.1 0.1 0.0 0.0335
C -4.7451 -1.1719 -0.5029 0.0 -0.1 0.1 0.0057
C 1.4137 -4.6604 1.2031 0.0 -0.1 0.0 0.0056
C 1.4158 -0.8173 -2.0406 0.1 0.0 0.1 -0.0062
C 4.1832 1.4220 1.4358 -0.1 -0.1 0.0 0.0001
C -0.2443 2.1837 2.4184 0.1 0.0 0.1 0.0051
C 3.1221 0.8281 0.7675 0.1 0.2 0.0 -0.0011
C 1.2384 -3.9978 2.4094 0.0 0.0 0.0 -0.0012
C 2.7435 -1.2391 -1.9319 -0.2 -0.1 -0.1 -0.0019
C -0.4563 3.2413 -1.6637 0.0 0.0 -0.1 -0.0009
C -0.8050 2.6885 -4.3439 0.0 -0.1 0.0 0.0001
C -1.2300 3.9072 -3.8364 0.0 0.0 0.0 -0.0009
C 3.6909 3.5038 0.3459 -0.1 0.0 -0.1 0.0000
C 2.3327 1.5544 -0.1301 0.0 -0.1 0.0 -0.0051
C 2.6386 2.8990 -0.3381 0.1 -0.1 0.1 -0.0015
C -0.8379 4.4805 2.3668 -0.1 -0.1 -0.1 0.0020
C -1.0442 4.1899 -2.4918 0.0 0.0 0.1 0.0001
H -2.7797 2.5907 0.3805 0.0 0.0 0.0 0.0002
H -4.8734 -0.4030 3.4930 0.0 0.0 0.0 0.0000
H -5.7328 -0.6014 1.9410 0.0 0.0 0.0 0.0002
H -0.4777 -1.2309 -2.9661 -0.1 0.0 0.0 0.0000
H -0.9268 2.4705 -5.3970 0.0 0.0 0.0 0.0000
H 3.9235 4.5457 0.1637 0.0 0.0 0.0 0.0000
H -4.3901 -1.4164 -1.5009 0.0 0.0 0.0 0.0000
H -5.3464 -1.9992 -0.1255 0.0 0.0 0.0 0.0013
H 1.6395 -4.3969 3.3297 0.0 0.0 0.0 -0.0002
H -2.5593 4.9745 1.2074 0.0 0.0 0.0 0.0000
H -1.3388 5.1548 -2.0961 0.0 0.0 0.0 0.0000
H 0.1180 0.8040 -3.9268 0.0 0.0 0.0 -0.0001
H 2.6753 -3.9418 -3.9736 0.0 0.0 0.0 -0.0001
H 4.7927 0.8384 2.1140 0.0 0.0 0.0 0.0000
H 0.3715 -2.2627 3.3254 0.0 0.0 0.0 0.0008
H -1.7103 -0.2399 4.0916 0.0 0.0 0.0 0.0000
H 4.2258 -2.6730 -2.5259 0.0 0.0 0.0 0.0000
H 0.7589 3.6685 3.3832 0.0 0.0 0.0 -0.0001
H 2.9073 -0.2219 0.9444 0.0 0.0 0.0 0.0001
H 5.2873 3.2349 1.7525 0.0 0.0 0.0 -0.0001
H -5.0888 -2.0021 2.7922 0.0 0.0 0.0 0.0006
H -5.3867 -0.2907 -0.5779 0.0 0.0 0.0 0.0023
H -1.6851 4.6398 -4.4894 0.0 0.0 0.0 -0.0001
H 0.3320 -3.1938 -4.2194 0.0 0.0 0.0 0.0000
H 2.0682 3.4737 -1.0564 0.0 0.1 0.0 -0.0001
H -0.2547 3.5026 -0.6313 0.0 0.0 0.0 0.0000
H 3.4387 -0.6836 -1.3174 0.1 0.0 0.0 -0.0001
H 0.9788 -4.6318 -0.9082 0.0 0.0 0.0 -0.0002
H -0.2699 -2.4947 -0.7466 0.0 0.0 0.0 0.0006
H -0.5996 5.4739 2.7177 0.0 0.0 0.0 0.0001
```
Positions in Å, forces in eV/Å.


| no. | total energy (Eh) |
| --- | --- |
| 1 | -8303.386475 |
| 2 | -2702.689043 |
| 3 | -1184.288862 |
| 4 | -2230.888596 |
| 5 | -286.413584 |
| 6 | -5285.616670 |